[1]
113
Properties=species:S:1:pos:R:3 method="wB97M-V/def2-TZVPD" gap_ev=4.3 e_above_lowest_kcal_mol=106.4 e_lumo_ev=-2.4
In 0.872 0.205 -0.017
O 3.052 -0.977 1.212
C 3.240 -2.051 0.810
C 3.541 -3.356 0.585
C 4.459 -4.093 1.378
C 4.664 -5.417 1.090
C 3.960 -6.048 0.064
C 3.054 -5.337 -0.710
C 2.875 -3.984 -0.506
P 1.834 -2.755 -1.423
C 3.030 -2.378 -2.760
C 2.710 -2.496 -4.108
C 3.555 -1.974 -5.070
C 4.720 -1.321 -4.701
C 5.052 -1.220 -3.360
C 4.215 -1.748 -2.395
C 0.579 -3.918 -2.061
C -0.674 -3.823 -1.459
C -1.678 -4.712 -1.794
C -1.439 -5.706 -2.730
C -0.195 -5.803 -3.332
C 0.815 -4.915 -3.002
H 4.960 -3.614 2.203
H 5.365 -5.989 1.678
H 4.131 -7.096 -0.134
H 2.504 -5.835 -1.494
H 1.776 -2.948 -4.403
H 3.287 -2.054 -6.112
H 5.352 -0.871 -5.453
H 5.952 -0.701 -3.062
H 4.468 -1.639 -1.347
H -0.854 -3.034 -0.737
H -2.654 -4.622 -1.338
H -2.225 -6.399 -2.997
H -0.014 -6.568 -4.073
H 1.775 -4.992 -3.494
O -1.583 -1.101 0.467
C -2.813 -0.417 0.670
C -3.740 -0.605 -0.527
C -3.178 -0.013 -1.826
C -2.771 1.431 -1.673
C -3.680 2.431 -1.800
C -3.507 3.842 -1.595
C -2.503 4.506 -1.002
C -1.234 3.908 -0.472
N -1.454 1.580 -1.362
H -1.133 -1.145 1.328
H -2.616 0.646 0.826
H -3.305 -0.812 1.567
H -4.697 -0.134 -0.293
H -3.914 -1.673 -0.678
H -3.937 -0.112 -2.604
H -2.303 -0.600 -2.115
H -4.681 2.134 -2.086
H -4.350 4.436 -1.927
H -2.583 5.581 -0.914
H -0.461 4.684 -0.509
C -0.742 2.823 -1.442
C -1.367 3.493 1.038
C -0.855 4.663 1.882
C -2.831 3.248 1.410
O -0.582 2.319 1.319
Si -0.229 1.757 2.840
S 0.554 -0.187 2.677
O 0.722 2.779 3.665
C 2.113 3.046 3.731
C 2.750 2.090 4.742
C 2.774 2.875 2.363
C 2.251 4.497 4.206
O -1.639 1.684 3.621
C -1.973 1.503 4.984
C -0.935 0.649 5.702
C -2.064 2.886 5.630
C -3.331 0.796 5.005
H -0.797 3.246 -2.454
H -0.899 0.790 -1.674
H 0.312 2.602 -1.229
H -1.353 5.584 1.590
H 0.218 4.779 1.746
H -1.054 4.472 2.932
H -3.365 4.194 1.439
H -2.873 2.793 2.392
H -3.319 2.597 0.694
H 2.583 1.062 4.428
H 2.305 2.231 5.724
H 3.818 2.271 4.817
H 2.743 1.829 2.061
H 3.809 3.203 2.403
H 2.244 3.464 1.617
H 1.696 4.636 5.130
H 1.846 5.175 3.460
H 3.295 4.740 4.381
H 0.026 1.153 5.696
H -0.817 -0.301 5.188
H -1.240 0.469 6.729
H -1.096 3.375 5.557
H -2.349 2.798 6.674
H -2.799 3.493 5.107
H -3.236 -0.180 4.536
H -4.067 1.374 4.453
H -3.672 0.666 6.028
C -2.342 -2.841 -4.510
S -0.689 -2.876 -5.266
C -0.397 -1.148 -5.395
C 0.061 -0.351 -4.403
S 0.412 -0.784 -2.783
S 0.248 1.350 -4.844
C -0.332 1.232 -6.491
S -0.476 2.524 -7.478
S -0.736 -0.392 -6.951
H -2.693 -3.867 -4.484
H -2.992 -2.222 -5.119
H -2.254 -2.447 -3.503

[2]
117
Properties=species:S:1:pos:R:3 method="wB97M-V/def2-TZVPD" gap_ev="5.7 / 5.7" e_above_lowest_kcal_mol=86.1 e_lumo_ev="-4.0 / -4.0" charge=+1
Ir 1.617 -1.310 0.028
Se -2.972 3.264 0.378
P -1.178 3.998 -0.468
C -1.311 4.542 -2.194
C -2.532 4.991 -2.688
C -2.635 5.400 -4.010
C -1.519 5.361 -4.838
C -0.298 4.924 -4.343
C -0.190 4.515 -3.022
C -0.633 5.490 0.428
C 0.569 5.669 1.109
C 0.791 6.855 1.801
C -0.167 7.854 1.817
C -1.366 7.676 1.137
C -1.598 6.501 0.446
C 0.088 2.704 -0.477
C 0.072 1.396 -0.934
N 1.209 0.805 -0.442
N 1.876 1.717 0.260
N 1.225 2.844 0.249
P -0.733 0.460 -2.204
Se -0.001 -1.567 -2.033
C -2.529 0.507 -2.245
C -3.262 -0.630 -1.906
C -4.645 -0.606 -1.987
C -5.296 0.543 -2.416
C -4.567 1.673 -2.759
C -3.186 1.659 -2.676
C -0.151 1.154 -3.766
C 1.201 1.487 -3.864
C 1.713 1.942 -5.066
C 0.881 2.064 -6.174
C -0.459 1.720 -6.082
C -0.978 1.251 -4.883
H -3.401 4.989 -2.038
H -3.587 5.744 -4.395
H -1.603 5.673 -5.872
H 0.572 4.900 -4.988
H 0.765 4.178 -2.631
H 1.312 4.891 1.104
H 1.721 6.994 2.338
H 0.013 8.772 2.363
H -2.123 8.449 1.155
H -2.541 6.356 -0.067
H -2.745 -1.527 -1.590
H -5.214 -1.487 -1.715
H -6.376 0.554 -2.496
H -5.071 2.570 -3.096
H -2.618 2.537 -2.954
H 1.854 1.380 -3.004
H 2.761 2.201 -5.141
H 1.283 2.420 -7.115
H -1.105 1.811 -6.945
H -2.016 0.957 -4.822
N 4.160 -4.551 -0.988
C 3.775 -3.325 -0.608
N 2.476 -3.151 -0.744
C 1.970 -4.358 -1.251
C 0.679 -4.753 -1.590
C 0.501 -6.036 -2.066
C 1.579 -6.922 -2.207
C 2.864 -6.541 -1.884
C 3.033 -5.248 -1.404
H 5.102 -4.901 -0.962
H 4.455 -2.581 -0.238
H -0.154 -4.075 -1.495
H -0.494 -6.370 -2.333
H 1.399 -7.918 -2.589
H 3.700 -7.220 -1.999
C -2.360 -0.353 1.194
Si -1.971 -2.086 1.759
C -3.126 -2.561 3.149
C -2.197 -3.363 0.410
As 0.435 -1.961 2.068
Si 0.743 -0.308 3.815
C -0.743 -0.730 4.906
C 0.387 1.452 3.313
C 2.218 -0.663 4.911
Si 1.003 -4.091 3.050
C -0.499 -4.612 4.042
C 1.223 -5.345 1.690
C 2.518 -4.064 4.132
H -3.338 -0.274 0.716
H -1.608 -0.016 0.478
H -2.347 0.345 2.035
H -4.145 -2.368 2.801
H -2.970 -1.985 4.060
H -3.051 -3.620 3.399
H -3.234 -3.392 0.061
H -1.932 -4.363 0.767
H -1.558 -3.126 -0.437
H -1.676 -0.369 4.466
H -0.616 -0.229 5.873
H -0.846 -1.800 5.103
H -0.483 1.497 2.649
H 1.226 1.905 2.786
H 0.159 2.050 4.200
H 1.919 -1.264 5.771
H 2.636 0.276 5.290
H 3.007 -1.188 4.372
H -1.293 -4.972 3.383
H -0.906 -3.799 4.646
H -0.224 -5.425 4.720
H 0.576 -5.140 0.843
H 0.999 -6.348 2.063
H 2.257 -5.344 1.335
H 2.319 -3.614 5.107
H 3.311 -3.499 3.643
H 2.872 -5.087 4.292
C 5.147 0.261 2.276
S 3.767 -0.603 1.567
O 3.871 -0.467 0.097
O 3.803 -1.997 1.987
O 2.562 0.057 2.077
H 5.893 -0.447 2.626
H 4.759 0.859 3.098
H 5.550 0.906 1.498

[3]
117
Properties=species:S:1:pos:R:3 method="wB97M-V/def2-TZVPD" gap_ev=6.8 e_above_lowest_kcal_mol=26.9 e_lumo_ev=-2.9 charge=+1
Ir -0.995 -1.069 0.404
Se 4.902 2.143 2.517
P 4.675 0.962 0.788
C 4.914 1.866 -0.764
C 5.629 3.059 -0.748
C 5.920 3.707 -1.940
C 5.505 3.158 -3.146
C 4.796 1.965 -3.163
C 4.501 1.315 -1.974
C 5.924 -0.351 0.656
C 5.654 -1.667 0.295
C 6.701 -2.569 0.159
C 8.009 -2.161 0.370
C 8.278 -0.846 0.727
C 7.239 0.058 0.871
C 3.041 0.185 0.786
C 1.741 0.578 0.488
N 0.926 -0.338 1.060
N 1.685 -1.260 1.645
N 2.946 -0.960 1.503
P 0.862 1.973 -0.173
Se -1.247 1.506 0.010
C 1.334 3.383 0.832
C 0.622 3.634 2.006
C 1.052 4.632 2.863
C 2.180 5.380 2.551
C 2.882 5.134 1.382
C 2.471 4.128 0.522
C 1.252 2.268 -1.897
C 1.299 1.158 -2.743
C 1.470 1.342 -4.103
C 1.588 2.627 -4.620
C 1.506 3.730 -3.784
C 1.318 3.556 -2.419
H 5.948 3.469 0.204
H 6.477 4.635 -1.928
H 5.744 3.655 -4.077
H 4.476 1.537 -4.103
H 3.965 0.373 -1.985
H 4.637 -1.993 0.142
H 6.491 -3.596 -0.111
H 8.820 -2.869 0.263
H 9.297 -0.526 0.899
H 7.439 1.082 1.163
H -0.262 3.053 2.239
H 0.505 4.825 3.776
H 2.520 6.153 3.228
H 3.762 5.713 1.140
H 3.033 3.922 -0.378
H 1.182 0.159 -2.335
H 1.505 0.484 -4.762
H 1.731 2.770 -5.684
H 1.573 4.730 -4.192
H 1.208 4.417 -1.774
N -0.372 -1.304 4.407
C -0.548 -1.770 3.168
N -1.326 -0.987 2.450
C -1.687 0.081 3.284
C -2.513 1.182 3.074
C -2.714 2.041 4.134
C -2.100 1.831 5.378
C -1.268 0.753 5.594
C -1.084 -0.117 4.525
H 0.196 -1.739 5.114
H -0.108 -2.686 2.814
H -2.972 1.355 2.116
H -3.362 2.899 4.005
H -2.285 2.526 6.186
H -0.786 0.593 6.549
C -5.202 -0.821 2.360
Si -5.188 -0.319 0.558
C -6.842 -0.707 -0.196
C -4.911 1.526 0.378
As -3.315 -1.518 -0.349
Si -3.811 -3.839 0.080
C -5.674 -3.981 0.188
C -3.112 -4.276 1.751
C -3.241 -4.877 -1.351
Si -3.476 -1.161 -2.727
C -5.123 -1.885 -3.244
C -3.425 0.685 -2.997
C -2.078 -1.957 -3.646
H -5.861 -0.174 2.945
H -4.204 -0.763 2.794
H -5.555 -1.847 2.478
H -7.565 0.007 0.207
H -7.190 -1.709 0.048
H -6.845 -0.607 -1.282
H -5.256 2.052 1.273
H -5.470 1.920 -0.472
H -3.864 1.781 0.229
H -6.086 -3.425 1.031
H -5.947 -5.032 0.321
H -6.166 -3.628 -0.720
H -3.428 -3.549 2.503
H -2.024 -4.280 1.715
H -3.446 -5.268 2.063
H -3.848 -4.689 -2.239
H -3.314 -5.938 -1.100
H -2.200 -4.673 -1.601
H -5.921 -1.144 -3.171
H -5.404 -2.745 -2.634
H -5.072 -2.214 -4.285
H -3.914 1.238 -2.193
H -3.916 0.947 -3.938
H -2.390 1.034 -3.048
H -2.156 -3.045 -3.671
H -1.125 -1.720 -3.175
H -2.047 -1.584 -4.673
C 1.821 -3.620 -0.427
S 0.249 -3.102 -1.014
O 0.296 -1.633 -1.314
O -0.079 -3.918 -2.136
O -0.708 -3.227 0.145
H 2.515 -3.606 -1.265
H 1.688 -4.633 -0.049
H 2.130 -2.953 0.369

[4]
110
Properties=species:S:1:pos:R:3 method="wB97M-V/def2-TZVPD" gap_ev=7.1 e_above_lowest_kcal_mol=0.8 e_lumo_ev=-5.7 charge=+2
Zr 1.994 -0.238 -0.357
C -3.010 5.224 1.516
C -2.792 5.103 0.008
C -2.421 6.487 -0.542
C -4.101 4.626 -0.639
C -1.691 4.102 -0.330
C -1.005 3.384 0.633
C -0.059 2.450 0.236
Se 0.960 1.484 1.536
C -0.273 0.157 2.153
C -1.279 0.521 3.034
C -2.154 -0.442 3.507
C -1.937 -1.758 3.091
C -0.925 -2.165 2.229
C -0.082 -1.156 1.731
O 0.939 -1.393 0.848
C -0.764 -3.642 1.855
C -0.943 -3.804 0.339
C 0.623 -4.132 2.296
C -1.798 -4.534 2.545
C -3.303 -0.125 4.458
C -3.386 1.369 4.772
C -3.094 -0.889 5.774
C -4.627 -0.560 3.813
C 0.246 2.219 -1.102
O 1.149 1.233 -1.386
C -0.360 3.002 -2.099
C -1.329 3.898 -1.664
C 0.082 2.954 -3.564
C 1.547 3.414 -3.631
C -0.745 3.889 -4.453
C -0.030 1.542 -4.147
H -3.805 5.945 1.710
H -2.113 5.578 2.029
H -3.317 4.274 1.959
H -3.196 7.210 -0.282
H -2.329 6.484 -1.629
H -1.476 6.836 -0.121
H -4.905 5.330 -0.419
H -4.391 3.646 -0.256
H -4.010 4.553 -1.724
H -1.193 3.542 1.686
H -1.369 1.553 3.344
H -2.606 -2.514 3.475
H -0.273 -3.139 -0.203
H -1.965 -3.552 0.051
H -0.755 -4.839 0.038
H 1.421 -3.609 1.773
H 0.723 -5.202 2.097
H 0.755 -3.983 3.369
H -2.819 -4.275 2.259
H -1.717 -4.488 3.632
H -1.628 -5.569 2.245
H -2.486 1.732 5.274
H -4.228 1.552 5.440
H -3.549 1.963 3.869
H -2.154 -0.603 6.248
H -3.082 -1.969 5.617
H -3.907 -0.666 6.467
H -4.796 -0.031 2.873
H -5.458 -0.338 4.484
H -4.646 -1.631 3.608
H -1.835 4.493 -2.407
H 1.654 4.442 -3.282
H 1.909 3.363 -4.661
H 2.183 2.773 -3.016
H -0.654 4.933 -4.152
H -1.801 3.614 -4.457
H -0.381 3.815 -5.478
H 0.713 0.873 -3.717
H 0.141 1.578 -5.225
H -1.022 1.118 -3.979
Se 3.922 2.021 -0.875
Se 5.781 1.299 0.289
C 4.979 0.073 1.530
C 5.801 -0.168 2.626
C 5.414 -1.084 3.583
C 4.190 -1.715 3.425
C 3.421 -1.399 2.328
N 3.792 -0.527 1.360
C 4.086 0.709 -2.284
C 4.555 1.045 -3.538
C 4.770 0.020 -4.448
C 4.506 -1.288 -4.066
C 3.978 -1.522 -2.812
N 3.761 -0.541 -1.927
H 6.733 0.373 2.728
H 6.046 -1.285 4.438
H 3.820 -2.431 4.144
H 2.452 -1.847 2.202
H 4.766 2.077 -3.783
H 5.151 0.240 -5.437
H 4.680 -2.115 -4.739
H 3.701 -2.521 -2.502
C 2.331 -4.175 -0.946
N 1.355 -4.343 -2.005
C 0.989 -5.583 -2.491
C 0.007 -5.380 -3.390
N -0.227 -4.025 -3.434
C -1.216 -3.381 -4.290
C 0.603 -3.391 -2.583
Se 0.575 -1.513 -2.451
H 2.076 -4.826 -0.113
H 2.292 -3.147 -0.590
H 3.331 -4.420 -1.303
H 1.459 -6.487 -2.146
H -0.554 -6.071 -3.995
H -1.825 -4.157 -4.745
H -0.720 -2.799 -5.065
H -1.845 -2.726 -3.692

The F_max results, record by record, are as follows: 4.4, 4.3, 2.4, 0.6 eV Å⁻¹.